{
  "formula": "H8O20S4Zn",
  "method": "the ωB97M-V functional and the def2-TZVPD basis",
  "total_charge": -5,
  "spin_multiplicity": 2,
  "s_squared": 0.7594,
  "fmax_ev_per_a": 4.31,
  "symbols": ["Zn", "S", "O", "O", "O", "O", "S", "O", "O", "O", "O", "S", "O", "O", "O", "O", "S", "O", "O", "O", "O", "O", "H", "H", "O", "H", "H", "O", "H", "H", "O", "H", "H"],
  "positions_angstrom": [[-0.062015, 0.142246, 0.145988], [0.260535, 1.489796, 2.329948], [-0.158845, 1.205236, 3.672578], [0.958705, 2.763576, 2.320638], [1.095355, 0.387516, 1.865508], [-0.858035, 1.324686, 1.408928], [-3.081265, -0.500304, -1.050272], [-1.627835, -0.120114, -1.047902], [-3.851805, 0.727056, -1.028082], [-3.465445, -1.269234, -2.251932], [-3.447245, -1.335274, 0.097448], [-1.258475, -2.157184, 2.169728], [-0.205545, -2.727364, 3.012148], [-1.822755, -1.032574, 2.867468], [-0.696875, -1.597624, 0.968948], [-2.292465, -3.112024, 1.820518], [1.562915, 2.706596, -1.249422], [0.600665, 3.572166, -1.890412], [2.146625, 3.379906, -0.073942], [0.783805, 1.548796, -0.871362], [2.636305, 2.447176, -2.187052], [-0.442515, -3.489464, -0.859682], [0.505745, -3.595424, -0.935932], [-0.554845, -2.789844, -0.216132], [1.364295, -1.036664, -0.808372], [1.908755, -0.510434, -1.393922], [1.886075, -1.820224, -0.635072], [-0.781755, 0.906956, -3.216152], [0.137715, 0.680206, -3.355392], [-1.064715, 0.334686, -2.502942], [3.577135, 0.958706, 0.819378], [2.719905, 0.620396, 1.078098], [3.527895, 1.898056, 0.996658]],
  "forces_ev_per_angstrom": [[-0.803, 0.021, -0.559], [0.309, 1.416, 0.976], [-1.109, -0.497, 3.195], [-0.047, 0.576, -0.133], [3.607, -2.315, -0.461], [-2.850, 2.302, -0.123], [-1.806, -0.832, 0.343], [-0.119, -0.886, -0.633], [-0.886, 1.814, -0.047], [0.766, -0.347, -1.318], [0.468, -0.108, 0.850], [1.382, -1.612, -1.700], [-0.040, -0.538, 0.699], [-2.207, 2.032, 2.882], [1.327, -1.009, -1.582], [-0.444, -0.841, 1.016], [-0.124, 3.684, 1.102], [-1.285, 2.149, -1.312], [0.613, -0.042, 0.338], [0.370, -2.704, 0.129], [2.154, -1.874, -1.977], [0.331, -1.852, -1.224], [0.108, 0.153, 0.001], [-0.497, 1.214, 0.837], [0.754, -1.012, -0.768], [0.070, 0.993, -0.085], [-0.117, -0.149, 0.475], [0.362, 0.386, -2.367], [0.284, 0.343, 0.253], [-0.664, -0.361, 1.164], [2.009, -0.671, -0.095], [-1.189, 0.038, 0.526], [-0.727, 0.529, -0.403]]
}


{
  "formula": "H8O4",
  "method": "the ωB97M-V functional and the def2-TZVPD basis",
  "spin_multiplicity": 1,
  "smiles": "O.O.O.O",
  "fmax_ev_per_a": 2.84,
  "symbols": ["O", "H", "H", "O", "H", "H", "O", "H", "H", "O", "H", "H"],
  "positions_angstrom": [[0.311199, 1.675276, 1.474039], [0.470259, 1.000163, 2.171986], [-0.437364, 1.383678, 0.923047], [1.329219, 0.139813, -0.787070], [1.189353, 0.837996, -0.197741], [2.289466, 0.014573, -0.829920], [-0.186543, -2.008400, -0.924650], [0.614434, -1.419015, -0.695504], [-0.403927, -1.482198, -1.718323], [-1.763707, 0.170332, 0.481406], [-1.211040, -0.643656, 0.445035], [-2.201350, 0.331436, -0.342305]],
  "forces_ev_per_angstrom": [[0.785, -0.270, 0.339], [-0.510, 0.677, -0.904], [-0.243, -0.342, 0.667], [1.279, -1.800, -1.793], [-0.440, 1.974, 1.937], [-0.329, 0.165, -0.041], [1.383, 1.678, -0.182], [-1.385, -1.237, 0.052], [-0.389, -0.694, 0.209], [0.787, -0.234, 1.222], [-0.764, 0.459, -0.737], [-0.173, -0.376, -0.770]]
}


{
  "formula": "H8O4",
  "method": "the ωB97M-V functional and the def2-TZVPD basis",
  "spin_multiplicity": 1,
  "smiles": "O.O.O.O",
  "fmax_ev_per_a": 4.96,
  "symbols": ["O", "H", "H", "O", "H", "H", "O", "H", "H", "O", "H", "H"],
  "positions_angstrom": [[-0.964474, -0.376700, 1.295108], [-0.120008, -0.914215, 1.262397], [-1.633814, -0.961572, 0.862228], [-1.345358, 2.108693, -0.466267], [-1.657430, 2.558264, 0.398738], [-1.019134, 1.224482, 0.000898], [0.925256, -2.082243, 0.064393], [1.352282, -1.687861, -0.672870], [1.587934, -2.593028, 0.449870], [1.215093, 0.657965, -1.142046], [1.253142, 1.563030, -1.248243], [0.406509, 0.503181, -0.804201]],
  "forces_ev_per_angstrom": [[0.329, -1.093, -0.644], [-1.247, 0.662, -0.225], [0.877, 0.631, 0.568], [0.307, -1.610, 3.821], [0.617, -0.728, -2.242], [-1.174, 2.319, -1.237], [-2.014, 0.547, 0.079], [0.482, 0.934, -1.184], [1.640, -1.483, 1.182], [4.185, -2.254, -1.407], [0.200, 3.033, -0.447], [-4.201, -0.957, 1.736]]
}


{
  "formula": "H8O4",
  "method": "the ωB97M-V functional and the def2-TZVPD basis",
  "spin_multiplicity": 1,
  "smiles": "O.O.O.O",
  "fmax_ev_per_a": 0.39,
  "symbols": ["O", "H", "H", "O", "H", "H", "O", "H", "H", "O", "H", "H"],
  "positions_angstrom": [[2.457605, -1.192212, -1.116887], [2.858685, -1.064022, -1.976497], [2.954605, -1.910202, -0.724837], [-0.463565, 0.765828, 0.043983], [0.207065, 0.233538, -0.383967], [-0.539385, 0.395008, 0.923173], [-2.763665, 3.962238, -0.918847], [-2.715425, 4.577478, -0.187147], [-2.223315, 3.221058, -0.645197], [-0.162835, -3.108292, 1.950263], [-0.284685, -3.228692, 1.008523], [0.674915, -2.651732, 2.027433]],
  "forces_ev_per_angstrom": [[-0.273, 0.110, 0.161], [0.062, 0.092, -0.250], [0.129, -0.176, 0.126], [-0.199, 0.253, -0.054], [0.297, -0.157, -0.199], [-0.071, -0.093, 0.234], [-0.152, 0.088, -0.186], [-0.007, 0.167, 0.151], [0.205, -0.319, 0.036], [-0.120, -0.015, 0.173], [-0.093, -0.052, -0.264], [0.221, 0.104, 0.073]]
}


{
  "formula": "H8O4",
  "method": "the ωB97M-V functional and the def2-TZVPD basis",
  "spin_multiplicity": 1,
  "smiles": "O.O.O.O",
  "fmax_ev_per_a": 0.58,
  "symbols": ["O", "H", "H", "O", "H", "H", "O", "H", "H", "O", "H", "H"],
  "positions_angstrom": [[3.062494, 0.005932, 1.611437], [2.278524, 0.479992, 1.334137], [3.610524, 0.671202, 2.027767], [0.678394, 1.113872, 0.412767], [0.440004, 2.017492, 0.205717], [0.106534, 0.581982, -0.140673], [-2.258736, -0.752778, 0.255637], [-1.501506, -1.269808, 0.530467], [-2.361356, -0.093808, 0.942267], [-1.323896, -0.575668, -2.579143], [-0.910726, -1.406068, -2.815703], [-1.820256, -0.772338, -1.784673]],
  "forces_ev_per_angstrom": [[0.323, -0.291, 0.174], [-0.466, 0.173, -0.300], [0.180, 0.069, 0.106], [0.025, 0.011, 0.292], [0.005, 0.254, -0.053], [-0.151, -0.227, -0.346], [-0.019, -0.057, -0.313], [0.199, -0.254, 0.196], [-0.095, 0.233, 0.169], [0.228, 0.191, -0.178], [0.124, -0.171, -0.170], [-0.353, 0.070, 0.424]]
}


{
  "formula": "H8O4",
  "method": "the ωB97M-V functional and the def2-TZVPD basis",
  "spin_multiplicity": 1,
  "smiles": "O.O.O.O",
  "fmax_ev_per_a": 0.29,
  "symbols": ["O", "H", "H", "O", "H", "H", "O", "H", "H", "O", "H", "H"],
  "positions_angstrom": [[0.012082, -0.924368, -0.837198], [0.926091, -0.926568, -1.150218], [-0.084477, -0.091203, -0.355687], [-0.877042, 1.493902, 0.812053], [-1.504674, 2.213546, 0.696774], [-1.258109, 0.933085, 1.502169], [-1.719211, -1.513449, 1.337874], [-2.576777, -1.712950, 0.950955], [-1.084172, -1.661963, 0.615832], [2.523582, 0.436092, -1.359339], [2.545440, 0.674970, -0.425161], [3.097272, 1.078904, -1.788050]],
  "forces_ev_per_angstrom": [[0.061, -0.169, 0.192], [-0.147, 0.084, -0.060], [-0.112, 0.207, -0.175], [0.052, -0.051, 0.178], [0.039, -0.035, -0.066], [-0.001, -0.140, -0.165], [0.034, 0.016, -0.001], [0.029, -0.003, 0.015], [-0.038, 0.079, 0.016], [0.124, 0.066, 0.192], [0.003, 0.010, -0.065], [-0.044, -0.063, -0.062]]
}


{
  "formula": "H8O4",
  "method": "the ωB97M-V functional and the def2-TZVPD basis",
  "spin_multiplicity": 1,
  "smiles": "O.O.O.O",
  "fmax_ev_per_a": 8.53,
  "symbols": ["O", "H", "H", "O", "H", "H", "O", "H", "H", "O", "H", "H"],
  "positions_angstrom": [[2.225591, -0.585377, 1.632233], [2.972755, -0.033774, 1.294474], [2.308116, -1.494684, 1.419068], [-0.169023, -0.394192, -0.162342], [0.302176, -0.468891, 0.674326], [-0.317550, 0.572767, -0.131715], [-0.219487, 2.274866, -1.467236], [0.016581, 2.980043, -0.938556], [-1.020869, 2.492618, -1.828000], [-2.152423, -1.992864, -0.420083], [-2.468118, -2.063586, 0.366384], [-1.477748, -1.286926, -0.438553]],
  "forces_ev_per_angstrom": [[0.130, 2.337, 0.376], [-0.898, -1.299, 0.235], [0.701, -1.095, -0.573], [0.381, 1.647, 0.576], [0.413, -0.661, 0.166], [-0.097, -0.402, -0.894], [2.248, -3.044, -0.080], [0.890, 2.378, 1.711], [-3.175, 0.738, -1.521], [2.645, 0.383, -8.098], [-3.052, -0.587, 7.783], [-0.186, -0.396, 0.320]]
}


{
  "formula": "H8O4",
  "method": "the ωB97M-V functional and the def2-TZVPD basis",
  "spin_multiplicity": 1,
  "fmax_ev_per_a": 12.66,
  "symbols": ["H", "H", "H", "H", "H", "H", "H", "H", "O", "O", "O", "O"],
  "positions_angstrom": [[-0.351912, 0.985495, 0.573491], [-0.037331, 2.089671, -0.363703], [3.249396, -1.232570, -0.844856], [1.942885, -1.706111, -0.356064], [2.316553, 0.393837, -0.491045], [1.476057, -0.019628, 0.719883], [-3.651667, -0.337980, 0.094963], [-5.054061, 0.009228, 0.597502], [-0.167415, 1.090927, -0.369062], [2.641069, -1.151757, -0.034789], [2.252044, 0.490950, 0.451532], [-4.615613, -0.612058, 0.022152]],
  "forces_ev_per_angstrom": [[-0.021, -0.309, -0.079], [0.006, -1.863, -0.436], [-0.547, -0.313, 1.666], [-1.014, -1.490, -0.291], [-0.657, 0.965, 0.293], [0.624, 0.979, -0.296], [-1.774, -0.582, -0.257], [-0.348, 0.282, 0.277], [-0.739, 2.261, 0.272], [4.617, -10.619, -5.129], [-2.279, 10.380, 4.023], [2.132, 0.309, -0.042]]
}


Short version: ΔE to the lowest compared entry with this formula, charge and spin = 0.0, 16.5, 27.6, 23.3, 17.2, 12.2, 35.3, 125.8 kcal per mole, in the order given.